Entry from OMol25: a structure of composition C54H148ClF2N13O14Pd2 (ωB97M-V/def2-TZVPD).

## Properties
multiplicity = 5
molar mass = 1490.1 g/mol
DFT total energy = -4826.61358 Ha
gap between HOMO and LUMO (spin up / spin down) = 6.8 / 5.0 eV
max |F| = 0.06131 Eh/bohr

Structure (XYZ):
```
234
Properties=species:S:1:pos:R:3:forces:R:3
Pd -4.204 -6.398 -23.718 -2.2 1.3 -1.6
Pd -5.524 -5.639 -27.562 -2.0 2.0 0.9
Cl -5.627 -4.066 -23.075 0.8 -1.3 -0.2
F -4.187 -5.936 -25.896 1.0 -0.5 1.5
F -6.177 -3.699 -26.613 -0.2 -0.9 -0.7
C -9.033 -8.038 -27.896 0.2 0.2 0.6
C -7.668 -8.223 -27.233 1.1 1.3 -0.8
O -7.042 -7.063 -26.743 -0.6 -0.5 0.2
H -8.943 -7.575 -28.879 0.1 0.2 0.0
H -9.613 -7.379 -27.251 -0.5 -0.2 -0.1
H -9.500 -9.015 -28.024 -0.3 0.0 0.1
H -7.065 -8.646 -28.036 0.5 -0.6 -0.3
H -7.718 -8.980 -26.450 -0.3 -0.4 0.4
C -9.364 -12.201 -29.201 1.5 0.6 -1.2
C -8.505 -13.018 -28.249 -1.3 1.5 2.3
C -8.489 -12.424 -26.799 1.1 1.1 -0.5
O -9.761 -12.050 -26.361 -1.6 0.7 1.9
C -9.815 -11.668 -24.919 0.9 -0.8 -1.2
N -9.086 -14.290 -28.137 -0.7 -2.8 -0.5
H -9.138 -12.640 -30.172 -0.5 -0.2 -0.2
H -8.912 -11.215 -29.307 -0.3 0.4 0.3
H -10.446 -12.105 -29.100 0.2 -0.3 0.6
H -7.482 -13.057 -28.625 0.0 -0.1 0.0
H -7.872 -11.526 -26.799 0.4 0.3 0.1
H -8.059 -13.120 -26.079 0.2 -0.4 -0.2
H -9.086 -10.907 -24.641 0.1 0.5 -0.6
H -9.498 -12.506 -24.299 -0.3 -0.5 -0.1
H -10.794 -11.330 -24.579 -0.1 -0.2 -0.7
H -8.504 -14.988 -27.696 0.4 0.1 0.0
H -9.909 -14.256 -27.554 -0.3 0.2 -0.1
C -10.423 -5.050 -33.621 0.3 0.0 0.7
C -11.729 -5.770 -33.597 -1.8 -0.3 0.5
C -12.992 -4.895 -33.882 1.0 -0.1 0.0
O -13.032 -3.781 -32.981 0.0 -0.2 -1.2
C -13.978 -2.790 -33.379 1.2 0.5 -0.2
N -11.587 -6.860 -34.551 -0.8 -0.2 -1.2
H -10.307 -4.152 -33.014 -0.5 0.1 -0.1
H -10.217 -4.869 -34.676 0.5 0.1 0.1
H -9.748 -5.773 -33.163 0.6 0.1 -0.5
H -11.967 -6.295 -32.672 0.4 0.7 0.9
H -13.897 -5.486 -33.745 -0.2 -0.2 -0.1
H -12.946 -4.539 -34.911 -0.1 0.1 -0.2
H -13.679 -1.900 -32.827 -0.5 0.0 0.3
H -15.034 -3.037 -33.272 0.0 -0.3 0.4
H -13.794 -2.530 -34.421 -0.1 -0.1 -0.3
H -12.400 -7.458 -34.500 -0.8 0.2 -0.3
H -10.950 -7.556 -34.192 0.9 0.2 0.3
C -6.985 -12.862 -32.010 0.6 0.0 -0.5
C -6.005 -12.827 -33.216 0.5 -1.6 -0.4
C -4.508 -13.072 -32.833 -1.5 1.2 0.6
O -4.049 -12.046 -31.938 0.0 -0.6 -0.6
C -3.903 -10.752 -32.529 0.0 0.0 1.3
N -6.383 -13.908 -34.167 -0.9 0.5 0.5
H -6.694 -12.115 -31.271 -0.1 0.1 -0.1
H -7.043 -13.822 -31.499 0.5 -0.3 0.0
H -8.016 -12.705 -32.326 0.1 0.4 -0.2
H -6.121 -11.876 -33.736 0.1 0.2 0.1
H -3.867 -13.147 -33.712 0.0 0.3 -0.3
H -4.474 -14.056 -32.367 0.2 0.2 0.5
H -4.793 -10.124 -32.482 -0.6 -0.4 -0.4
H -3.500 -10.764 -33.542 0.2 -0.1 0.0
H -3.272 -10.240 -31.803 0.6 0.1 -0.5
H -5.665 -14.325 -34.742 0.2 0.2 0.2
H -6.878 -14.617 -33.645 0.1 -0.3 -0.3
C -12.396 -6.278 -29.675 -0.9 0.7 0.4
C -13.856 -5.793 -29.915 -0.3 -0.7 0.2
C -14.756 -5.784 -28.657 0.2 0.6 -0.8
O -16.100 -5.476 -29.091 0.3 0.0 0.8
C -17.104 -5.586 -28.081 -0.3 -0.2 -0.7
N -13.895 -4.505 -30.582 -0.5 0.4 1.4
H -11.829 -5.706 -30.409 0.5 -0.6 0.0
H -12.244 -7.357 -29.686 -0.2 0.0 -0.6
H -12.023 -6.013 -28.685 -0.1 0.5 0.1
H -14.430 -6.455 -30.564 0.4 -1.0 -0.2
H -14.454 -5.000 -27.963 0.2 0.0 0.2
H -14.655 -6.771 -28.205 -0.3 -0.1 0.3
H -17.344 -6.640 -27.935 -0.1 -0.2 0.2
H -18.001 -5.078 -28.435 0.0 -0.1 -0.4
H -16.961 -5.124 -27.104 1.0 0.1 0.0
H -13.448 -4.428 -31.485 0.3 -0.4 0.1
H -14.887 -4.403 -30.742 -0.2 0.7 -0.1
C -6.079 -12.690 -24.275 1.1 0.5 0.0
C -4.809 -11.802 -24.483 -1.2 -0.9 -1.2
C -4.662 -11.378 -25.980 -0.2 -1.5 0.5
O -4.467 -12.556 -26.749 0.2 -0.8 0.4
C -4.210 -12.406 -28.135 0.7 1.0 0.6
N -4.906 -10.603 -23.694 -0.1 0.9 0.5
H -6.056 -13.547 -24.947 0.1 0.0 0.1
H -6.996 -12.133 -24.468 0.2 0.1 0.2
H -6.047 -13.046 -23.245 -0.3 -0.1 0.1
H -3.940 -12.367 -24.146 0.2 -0.3 -0.5
H -3.808 -10.701 -26.019 0.1 0.3 -0.5
H -5.596 -10.958 -26.354 0.0 0.8 0.3
H -4.209 -13.363 -28.658 -0.6 0.0 0.3
H -3.200 -12.020 -28.271 0.3 0.2 -0.1
H -4.869 -11.641 -28.546 -0.4 -0.3 -0.4
H -4.770 -10.822 -22.717 -0.3 -0.2 0.3
H -4.110 -10.015 -23.893 0.3 0.2 -0.2
C -16.669 -12.354 -32.287 0.5 -0.4 0.5
C -16.320 -13.189 -31.001 -0.1 1.4 -1.1
C -16.240 -12.198 -29.802 0.9 0.4 -0.3
O -15.154 -11.265 -29.969 -0.7 -0.2 -0.4
C -15.171 -10.227 -29.002 0.6 -0.8 0.1
N -17.309 -14.231 -30.818 0.1 -0.1 0.2
H -15.982 -11.517 -32.412 -0.1 0.2 0.4
H -17.699 -12.001 -32.254 0.0 0.0 0.0
H -16.502 -12.940 -33.191 -0.4 -0.3 0.1
H -15.395 -13.690 -31.290 0.3 0.1 0.7
H -16.150 -12.591 -28.789 0.2 -0.9 0.0
H -17.198 -11.679 -29.763 -0.3 0.4 -0.3
H -16.052 -9.588 -29.069 0.0 0.1 -0.1
H -14.237 -9.672 -29.092 -0.2 0.3 -0.4
H -15.089 -10.684 -28.016 -0.4 0.0 0.4
H -16.938 -14.915 -30.173 -0.1 -0.2 0.1
H -18.136 -13.850 -30.383 -0.3 0.0 0.0
C -13.583 -5.224 -25.044 -0.5 -1.4 -0.1
C -14.384 -6.528 -24.699 0.2 0.8 0.2
C -13.548 -7.811 -24.877 -0.5 1.3 2.0
O -13.214 -7.892 -26.193 1.6 -1.1 -2.5
C -12.517 -9.105 -26.580 -1.1 -0.2 0.2
N -14.832 -6.322 -23.309 0.3 -0.6 0.2
H -14.282 -4.392 -24.955 0.2 0.2 -0.2
H -13.122 -5.260 -26.031 -0.3 0.1 -0.1
H -12.769 -5.110 -24.329 -0.1 0.1 0.2
H -15.255 -6.699 -25.331 -0.1 0.5 -0.6
H -14.137 -8.662 -24.532 -0.1 -0.4 0.1
H -12.693 -7.679 -24.214 0.5 -0.3 0.1
H -11.577 -9.334 -26.077 0.1 0.6 0.3
H -12.331 -9.193 -27.650 0.0 0.9 -0.1
H -13.194 -9.942 -26.409 -0.1 -0.3 0.4
H -15.286 -5.428 -23.187 0.2 0.2 -0.2
H -15.522 -6.994 -23.004 0.0 -0.3 -0.1
C -9.471 -4.973 -24.874 0.1 -0.5 0.4
C -9.898 -4.160 -26.107 -0.3 0.2 1.8
C -9.731 -2.690 -25.703 -1.1 0.1 -1.3
O -10.663 -2.383 -24.660 -0.1 0.2 0.1
C -11.958 -2.081 -25.179 0.0 0.3 -0.9
N -9.140 -4.560 -27.253 0.3 0.2 -0.4
H -9.704 -6.025 -25.043 -0.2 -0.3 0.0
H -9.939 -4.676 -23.936 -0.3 0.2 -0.2
H -8.397 -4.942 -24.693 0.2 0.3 -0.3
H -10.915 -4.470 -26.346 -0.5 0.7 0.3
H -9.882 -2.012 -26.543 -0.7 0.0 -0.4
H -8.687 -2.437 -25.515 0.1 -0.5 1.2
H -11.912 -1.179 -25.790 0.1 0.4 0.0
H -12.749 -1.936 -24.444 0.6 0.0 0.7
H -12.373 -2.804 -25.881 0.4 -0.5 0.0
H -8.986 -5.523 -26.991 0.7 -0.5 -0.8
H -8.235 -4.131 -27.121 0.9 0.0 0.0
C -7.995 -8.509 -22.718 0.9 1.0 0.5
C -6.720 -7.569 -22.741 -1.2 -0.5 2.2
C -5.722 -7.930 -21.565 -1.1 0.3 -2.0
O -4.626 -7.005 -21.587 -0.1 -0.7 -0.2
C -3.662 -7.370 -20.621 0.5 0.8 0.6
N -6.060 -7.702 -24.002 1.2 -0.3 0.7
H -8.733 -8.077 -23.394 -0.1 0.1 0.2
H -8.364 -8.535 -21.693 -0.4 0.0 -0.1
H -7.820 -9.535 -23.043 0.5 0.0 0.0
H -7.028 -6.532 -22.611 -0.2 0.0 0.1
H -5.380 -8.928 -21.837 0.3 -0.2 0.4
H -6.209 -7.940 -20.589 0.0 0.2 0.0
H -2.843 -6.652 -20.671 -0.1 0.0 -0.1
H -3.235 -8.368 -20.724 -0.3 -0.2 -0.3
H -4.111 -7.272 -19.633 0.0 -0.1 0.1
H -6.782 -7.722 -24.708 0.2 1.2 -1.4
H -5.770 -8.669 -23.964 0.6 -0.6 -0.5
C -6.542 -6.361 -31.142 0.3 0.9 -0.8
C -6.552 -4.899 -30.620 -1.1 -0.3 -0.9
C -7.588 -4.034 -31.436 0.3 0.2 0.5
O -7.359 -2.640 -31.274 -0.3 1.3 -1.4
C -8.326 -1.809 -32.078 0.7 -1.3 1.1
N -6.909 -4.923 -29.199 0.1 0.2 -0.6
H -5.831 -6.997 -30.614 -0.1 0.1 0.3
H -6.225 -6.346 -32.185 0.2 0.0 -0.1
H -7.514 -6.849 -31.213 -0.1 0.2 0.6
H -5.566 -4.472 -30.806 0.1 0.1 0.3
H -8.590 -4.213 -31.045 -0.3 -0.5 0.1
H -7.590 -4.287 -32.496 0.2 -0.2 -0.2
H -8.098 -0.744 -32.045 0.2 -0.2 0.8
H -9.301 -2.049 -31.653 -0.2 0.4 -0.2
H -8.328 -2.007 -33.150 0.2 -0.8 0.0
H -7.849 -5.292 -29.210 -0.3 -0.6 0.6
H -7.086 -3.986 -28.865 0.4 0.6 0.3
C -8.309 -9.610 -31.629 0.6 -0.2 -0.3
C -8.810 -8.658 -32.725 1.4 -0.1 1.2
C -7.925 -8.705 -34.008 -0.3 -0.1 1.5
O -6.622 -8.249 -33.720 0.8 1.0 -0.7
C -5.813 -8.242 -34.900 -0.5 -0.1 -0.4
N -10.161 -8.969 -33.013 -1.5 -0.9 -1.0
H -8.463 -10.635 -31.968 -0.3 -0.1 0.1
H -8.852 -9.448 -30.698 0.0 0.0 0.0
H -7.239 -9.576 -31.421 0.1 0.5 0.0
H -8.907 -7.677 -32.261 0.8 0.4 -0.5
H -8.413 -8.109 -34.779 0.1 -0.1 -0.3
H -7.757 -9.751 -34.262 -0.8 -0.4 -0.6
H -5.565 -9.251 -35.228 0.5 -0.3 0.5
H -4.944 -7.589 -34.825 0.1 -0.3 0.7
H -6.321 -7.876 -35.792 -0.7 0.4 0.1
H -10.708 -8.991 -32.164 -0.1 0.3 0.3
H -10.230 -9.924 -33.333 0.0 -0.3 -0.4
C -1.554 -4.454 -29.292 0.7 -0.1 -0.5
C -2.960 -5.092 -29.293 1.5 -1.7 0.0
C -2.939 -6.573 -28.688 1.0 1.3 -0.4
O -4.229 -7.088 -28.430 1.1 -1.5 -1.4
C -4.176 -8.478 -28.071 -1.0 -0.1 0.8
N -3.800 -4.229 -28.531 -0.6 0.4 0.6
H -1.572 -3.381 -29.486 -0.7 0.2 0.1
H -0.837 -4.750 -30.058 -0.1 -0.8 0.0
H -1.073 -4.547 -28.319 0.0 -0.2 0.1
H -3.320 -5.204 -30.316 -0.2 0.2 0.0
H -2.336 -6.637 -27.783 -0.1 0.4 0.4
H -2.404 -7.210 -29.393 -0.2 -0.1 -0.4
H -3.275 -9.022 -28.353 0.2 0.5 -0.3
H -5.043 -8.996 -28.480 0.0 0.2 -0.4
H -4.324 -8.558 -26.994 0.3 0.2 0.2
H -3.234 -3.888 -27.768 -0.2 -0.3 1.0
H -3.865 -3.362 -29.045 -0.9 0.2 -0.4
C -13.106 -1.072 -29.569 0.4 -0.2 -1.1
C -11.736 -1.725 -29.466 1.6 1.6 0.7
C -10.561 -0.719 -29.078 -1.4 0.8 -2.7
O -10.568 0.305 -30.198 0.8 0.1 1.3
C -9.520 1.307 -30.096 -0.4 -0.9 0.7
N -11.819 -2.709 -28.415 -0.4 -0.5 0.0
H -13.127 -0.336 -30.373 0.2 0.5 0.4
H -13.458 -0.692 -28.610 -0.1 0.0 -0.1
H -13.741 -1.853 -29.988 -0.4 -0.2 0.6
H -11.535 -2.207 -30.423 0.4 0.2 -0.4
H -9.561 -1.154 -29.064 0.0 -0.4 0.1
H -10.793 -0.266 -28.114 0.0 0.2 0.0
H -9.633 2.135 -30.796 -0.5 -0.4 -0.3
H -8.526 0.880 -30.235 0.1 -0.3 -0.2
H -9.478 1.757 -29.104 -0.3 0.0 0.3
H -10.979 -3.269 -28.369 0.5 -0.1 0.1
H -12.508 -3.328 -28.817 -0.5 -0.7 0.4
```
Positions in Å, forces in eV/Å.